18
Properties=species:S:1:pos:R:3:forces:R:3:mulliken_charge:R:1 method="wB97M-V/def2-TZVPD" total_charge=+1 relative_energy_kj_mol=581.1 e_tot_ha=-347.07834 multiplicity=1 orbital_gap_ev=9.3
C -1.54438 1.55626 -0.11667 -1.446 2.280 -3.501 -0.4453
C 2.26506 -1.15691 0.02793 2.858 0.314 -0.255 -1.1592
C -1.42434 0.11887 -0.61171 2.887 -1.202 3.381 -0.6082
C 0.77039 -1.38842 0.03097 -0.851 -0.785 0.377 -0.0478
C 0.08705 -0.28938 -0.57347 -1.135 3.245 0.455 0.0461
O -1.03850 1.74834 1.18151 -1.747 -2.542 3.054 -0.1689
O 0.31178 1.25896 1.18940 0.340 -0.943 -0.977 -0.4193
H -1.07602 2.40079 -0.71723 0.192 -1.578 0.502 0.3317
H -1.58414 1.12592 1.88921 1.800 2.098 -2.122 0.4932
H -2.59416 1.91034 -0.19375 0.299 -0.550 0.770 0.3565
H 2.93328 -2.02704 0.36249 -1.389 1.121 -0.241 0.3432
H 2.50045 -0.25613 0.72766 -0.424 -1.594 -1.257 0.2927
H 2.70452 -0.90018 -1.02145 -1.079 -0.325 1.728 0.3143
H -2.05659 -0.52165 0.04737 0.478 0.174 -0.626 0.3003
H -1.53129 -0.14375 -1.61154 -1.441 0.396 -2.201 0.3771
H 0.34288 -1.45837 1.03326 0.193 0.085 0.446 0.2707
H 0.26422 -2.32651 -0.34670 0.956 0.446 -0.367 0.3640
H 0.66978 0.34886 -1.29729 -0.489 -0.639 0.832 0.3588